The following is a quantum chemistry calculation of a molecular structure, C18H14BrHfN5O2, from OMol25.

Cartesian coordinates (Å):
1 Hf 3.92 14.95 5.76
2 O 1.11 18.03 4.28
3 C 0.25 17.96 5.34
4 C -0.82 18.84 5.44
5 C -1.70 18.80 6.51
6 C -1.55 17.87 7.52
7 C -0.49 16.97 7.47
8 C 0.42 17.03 6.41
9 C 1.56 16.04 6.42
10 O 2.50 16.27 5.40
11 N 2.21 15.91 7.81
12 N 3.51 15.53 7.74
13 C 4.39 15.74 8.73
14 C 5.70 15.36 8.62
15 Br 6.37 15.21 6.57
16 C 6.71 15.06 9.49
17 C 6.61 15.04 10.94
18 C 7.81 15.04 11.69
19 C 7.78 15.14 13.07
20 C 6.57 15.22 13.74
21 C 5.38 15.16 13.03
22 C 5.39 15.08 11.65
23 H 0.71 18.62 3.60
24 H -0.95 19.62 4.69
25 H -2.51 19.53 6.57
26 H -2.23 17.86 8.36
27 H -0.36 16.26 8.27
28 H 1.09 15.02 6.29
29 H 2.13 16.78 8.35
30 H 3.99 16.32 9.58
31 H 7.68 14.83 9.09
32 H 8.76 14.98 11.18
33 H 8.70 15.17 13.64
34 H 6.52 15.28 14.82
35 H 4.43 15.22 13.54
36 H 4.44 15.02 11.11
37 N 5.34 9.07 7.89
38 C 4.96 10.01 7.33
39 N 4.65 10.88 6.39
40 C 4.01 11.94 6.34
41 N 3.45 12.98 6.04

Its charge is +2. As for the HOMO energy: -13.733 eV.

Atomic partial charges in e from the Mulliken method, atoms 1 to 4: 1.226, -0.494, 0.764, -0.695


The following is a quantum chemistry calculation of 2 unconnected molecules or ions with the total composition C18H14Cl3N2O3, from OMol25.

Cartesian coordinates (Å):
1 C 4.35 -1.42 1.14
2 C 3.14 -1.53 2.03
3 O 2.00 -1.15 1.17
4 C 0.82 -1.36 1.79
5 C -0.22 -0.38 1.31
6 C -1.65 -0.78 1.41
7 C -2.15 -1.30 2.60
8 C -3.54 -1.53 2.68
9 N -4.39 -1.32 1.65
10 C -3.88 -0.85 0.50
11 C -2.51 -0.54 0.31
12 O 0.60 -2.13 2.69
13 H 5.26 -1.36 1.74
14 H 4.42 -2.32 0.51
15 H 4.31 -0.54 0.47
16 H 2.99 -2.54 2.42
17 H 3.20 -0.80 2.86
18 H 0.06 0.03 0.32
19 H -1.48 -1.57 3.40
20 H -3.95 -1.92 3.61
21 H -4.59 -0.69 -0.30
22 H -2.16 -0.19 -0.62
23 Cl -0.03 0.93 2.36
24 C 1.10 2.94 4.01
25 Cl 1.00 3.94 2.66
26 C -0.14 2.91 4.85
27 O -1.28 2.61 4.53
28 C 0.32 3.44 6.18
29 C 1.68 3.26 6.59
30 C 2.03 3.86 7.83
31 C 1.08 4.55 8.54
32 C -0.23 4.68 8.02
33 N -0.57 4.15 6.85
34 C 2.60 2.53 5.75
35 Cl 4.19 2.25 6.27
36 C 2.22 2.24 4.44
37 H 3.06 3.74 8.18
38 H 1.31 5.00 9.52
39 H -0.99 5.22 8.57
40 H 2.87 1.64 3.79

Its charge is -1. As for the HOMO energy: -2.845 eV.

Atomic partial charges in e from the Mulliken method, atoms 1 to 4: -1.239, 0.024, -0.293, 0.262


The following is a quantum chemistry calculation of a molecular structure, C18H14Cl5N4O3S2V, from OMol25.

Cartesian coordinates (Å):
1 V -0.67 -1.41 -0.90
2 N -4.58 -1.80 -1.50
3 C -3.34 -2.05 -1.13
4 O -2.37 -1.71 -1.87
5 C -3.02 -2.70 0.19
6 C -1.51 -2.89 0.24
7 H -4.76 -1.34 -2.38
8 H -5.36 -2.08 -0.93
9 H -3.61 -3.61 0.31
10 H -3.35 -2.01 0.98
11 H -1.21 -3.82 -0.23
12 H -1.13 -2.84 1.26
13 Cl 1.53 -0.94 2.04
14 C 2.06 -1.87 0.69
15 C 1.20 -2.06 -0.38
16 C 1.63 -2.83 -1.43
17 Cl 0.45 -3.02 -2.71
18 C 2.88 -3.42 -1.51
19 Cl 3.34 -4.35 -2.86
20 C 3.74 -3.21 -0.43
21 Cl 5.30 -3.90 -0.45
22 C 3.34 -2.44 0.67
23 Cl 4.40 -2.20 1.99
24 N 3.50 5.04 0.22
25 C 2.52 4.17 -0.10
26 C 2.77 2.78 -0.10
27 C 1.77 1.90 -0.44
28 C 0.51 2.38 -0.79
29 C 0.24 3.75 -0.78
30 C 1.23 4.63 -0.44
31 S -0.73 1.27 -1.22
32 O -1.91 1.96 -1.63
33 O -0.17 0.23 -2.13
34 N -1.03 0.23 0.01
35 C -1.69 0.58 1.18
36 S -2.34 2.16 1.48
37 C -2.85 1.62 3.02
38 C -2.54 0.31 3.18
39 N -1.88 -0.27 2.13
40 H 4.41 4.71 0.50
41 H 3.33 6.02 0.26
42 H 3.75 2.41 0.16
43 H 1.97 0.83 -0.45
44 H -0.75 4.10 -1.05
45 H 1.03 5.69 -0.44
46 H -3.36 2.28 3.71
47 H -2.76 -0.27 4.06

The value obtained for the energy above the lowest of the compared OMol25 structures with the same formula, charge and spin is 0.00 kJ/mol. Its charge is +1. Its expectation value of S² is 0.773. As for the HOMO energy (spin up / spin down): -11.152 / -11.151 eV. As for the multiplicity: 2.

Atomic partial charges in e from the Mulliken method, atoms 1 to 4: -0.505, -0.360, 0.889, -0.693


The following is a quantum chemistry calculation of a molecular structure, C18H14F5IN2OV, from OMol25.

Cartesian coordinates (Å):
1 C 0.53 -1.13 -2.46
2 C -0.37 1.98 -2.02
3 H 1.34 -1.15 -3.22
4 H -0.45 -0.94 -3.00
5 H 0.40 -2.15 -2.04
6 H -0.03 3.00 -1.76
7 H -0.21 1.87 -3.13
8 H -1.44 1.81 -1.82
9 C 1.51 -2.19 0.02
10 C 2.05 -2.94 1.05
11 C 2.36 -2.31 2.24
12 C 2.05 -0.97 2.38
13 H 1.29 -2.73 -0.90
14 H 2.23 -3.99 0.85
15 H 2.83 -2.86 3.04
16 H 2.27 -0.41 3.26
17 N 1.22 -0.89 0.15
18 C 1.42 -0.28 1.33
19 C 0.88 1.07 1.48
20 N 0.19 1.56 0.43
21 C -0.52 2.69 0.59
22 C 0.38 3.05 2.77
23 C -0.40 3.49 1.71
24 H -1.21 3.02 -0.19
25 H -0.92 4.44 1.71
26 C 1.01 1.83 2.65
27 H 1.64 1.43 3.43
28 H 0.49 3.65 3.66
29 V 0.64 0.52 -1.46
30 I 2.96 1.43 -1.80
31 F -6.43 -2.25 1.12
32 C -5.25 -1.80 0.67
33 C -4.15 -2.67 0.65
34 F -4.27 -3.93 1.12
35 C -2.95 -2.23 0.18
36 F -1.86 -3.03 0.18
37 C -2.80 -0.89 -0.30
38 O -1.68 -0.49 -0.75
39 C -3.92 -0.02 -0.21
40 F -3.77 1.28 -0.55
41 C -5.13 -0.47 0.25
42 F -6.19 0.36 0.30

The value obtained for the energy above the lowest of the compared OMol25 structures with the same formula, charge and spin is 0.00 kJ/mol. Its charge is +2. Its expectation value of S² is 0.783. As for the HOMO energy (spin up / spin down): -15.223 / -15.766 eV. As for the multiplicity: 2.

Atomic partial charges in e from the Mulliken method, atoms 1 to 4: -0.984, -1.109, 0.384, 0.357


The following is a quantum chemistry calculation of a single C18H14F5NO6 molecule, from OMol25.

Cartesian coordinates (Å):
1 C 2.41 3.81 -0.90
2 H 2.71 3.61 0.13
3 H 3.23 3.57 -1.57
4 H 2.15 4.86 -1.00
5 O 1.23 3.12 -1.25
6 C 1.08 1.78 -1.08
7 C -0.21 1.33 -1.32
8 C -0.55 0.00 -1.18
9 C 0.42 -0.92 -0.79
10 C 1.72 -0.50 -0.55
11 C 2.08 0.86 -0.71
12 O 3.33 1.35 -0.48
13 C 4.48 0.55 -0.69
14 H 4.66 -0.12 0.16
15 H 4.40 -0.04 -1.60
16 H 5.30 1.25 -0.77
17 O 2.70 -1.35 -0.13
18 C 2.42 -2.73 -0.01
19 H 1.67 -2.92 0.76
20 H 2.08 -3.15 -0.96
21 H 3.36 -3.19 0.27
22 H 0.15 -1.96 -0.67
23 C -1.95 -0.40 -1.37
24 O -2.83 0.30 -1.82
25 O -2.20 -1.64 -0.89
26 C -3.56 -2.03 -0.88
27 H -3.59 -3.03 -0.43
28 C -4.51 -1.10 -0.13
29 O -5.68 -1.07 -0.39
30 N -4.00 -0.28 0.85
31 C -2.73 -0.19 1.38
32 C -1.99 -1.31 1.80
33 C -0.69 -1.18 2.27
34 C -0.10 0.07 2.37
35 C -0.83 1.20 2.02
36 C -2.12 1.06 1.54
37 F -2.82 2.15 1.20
38 F -0.28 2.41 2.13
39 F 1.16 0.18 2.81
40 F -0.01 -2.27 2.63
41 F -2.55 -2.52 1.76
42 H -4.61 0.51 1.05
43 H -3.95 -2.10 -1.91
44 H -0.96 2.05 -1.63

Its charge is 0. As for the SMILES: COc1cc(C(=O)OCC(=O)Nc2c(F)c(F)c(F)c(F)c2F)cc(OC)c1OC. As for the HOMO energy: -8.529 eV.

Atomic partial charges in e from the Mulliken method, atoms 1 to 4: -0.769, 0.277, 0.259, 0.304


The following is a quantum chemistry calculation of 2 unconnected molecules or ions with the total composition C18H14N6O5, from OMol25.

Cartesian coordinates (Å):
1 N -2.80 -6.80 0.48
2 C -2.22 -5.79 0.54
3 C -1.54 -4.53 0.62
4 C -0.17 -4.31 0.46
5 C 0.36 -2.99 0.44
6 N 1.79 -2.86 0.48
7 O 2.46 -3.91 0.69
8 O 2.34 -1.74 0.33
9 C -0.47 -1.86 0.44
10 C -1.83 -2.08 0.62
11 N -2.90 -1.24 0.28
12 O -3.00 -0.06 0.01
13 O -4.05 -2.11 0.20
14 N -3.71 -3.44 0.50
15 C -2.38 -3.38 0.72
16 H 0.50 -5.15 0.36
17 H -0.11 -0.84 0.32
18 C 1.32 4.99 3.73
19 O 2.07 3.93 3.11
20 C 1.60 3.40 1.94
21 C 2.07 2.10 1.60
22 C 1.57 1.49 0.46
23 C 0.70 2.17 -0.39
24 N 0.26 1.44 -1.49
25 C 0.67 0.15 -1.68
26 N 0.14 -0.23 -2.87
27 C 0.42 -1.47 -3.55
28 C -0.66 0.80 -3.40
29 C -0.58 1.84 -2.55
30 C 0.27 3.47 -0.10
31 C 0.67 4.07 1.09
32 H 1.91 5.27 4.61
33 H 1.19 5.86 3.07
34 H 0.33 4.63 4.04
35 H 2.79 1.58 2.22
36 H 1.85 0.47 0.19
37 H 0.83 -2.21 -2.83
38 H -0.52 -1.85 -3.98
39 H 1.16 -1.31 -4.35
40 H -1.18 0.68 -4.33
41 H -1.03 2.81 -2.57
42 H -0.40 3.98 -0.80
43 H 0.26 5.05 1.36

The value obtained for the energy above the lowest of the compared OMol25 structures with the same formula, charge and spin is 37.52 kJ/mol. Its charge is 0. As for the HOMO energy: -8.037 eV.

Atomic partial charges in e from the Mulliken method, atoms 1 to 4: -0.455, -0.018, 0.294, -0.542


The following is a quantum chemistry calculation of a molecular structure, C18H15BeN4O7, from OMol25.

Cartesian coordinates (Å):
1 Be 0.45 0.19 0.15
2 O 3.03 0.20 0.98
3 C 3.37 1.46 0.47
4 C 2.25 2.30 -0.09
5 C 2.44 3.68 -0.16
6 C 1.48 4.48 -0.74
7 C 0.35 3.88 -1.28
8 C 0.22 2.51 -1.17
9 N 1.13 1.73 -0.57
10 H 2.32 0.27 1.64
11 H 4.07 1.26 -0.35
12 H 3.91 2.07 1.21
13 H 3.34 4.10 0.26
14 H 1.60 5.56 -0.76
15 H -0.43 4.46 -1.75
16 H -0.63 2.01 -1.59
17 O -5.86 0.35 2.14
18 C -5.55 0.46 0.94
19 O -6.25 0.58 -0.09
20 C -4.03 0.37 0.65
21 C -3.57 0.08 -0.63
22 C -2.22 0.01 -0.88
23 N -1.32 0.24 0.08
24 C -1.75 0.51 1.33
25 C -3.09 0.57 1.66
26 C -0.60 0.74 2.30
27 O -0.79 1.06 3.45
28 O 0.55 0.58 1.70
29 H -4.30 -0.06 -1.41
30 H -1.82 -0.21 -1.86
31 H -3.39 0.76 2.67
32 C 1.48 -4.78 0.73
33 N 1.20 -3.67 -0.17
34 C 0.94 -3.86 -1.49
35 C 0.70 -2.84 -2.33
36 C 0.68 -1.49 -1.79
37 O 0.44 -0.50 -2.49
38 N 0.91 -1.34 -0.44
39 C 1.20 -2.38 0.40
40 O 1.45 -2.27 1.58
41 H 1.52 -5.70 0.15
42 H 0.71 -4.86 1.50
43 H 2.43 -4.61 1.24
44 H 0.94 -4.89 -1.82
45 H 0.49 -3.00 -3.37

The value obtained for the energy above the lowest of the compared OMol25 structures with the same formula, charge and spin is 32.54 kJ/mol. Its charge is -1. As for the HOMO energy: -5.302 eV.

Atomic partial charges in e from the Mulliken method, atoms 1 to 4: -0.649, -0.503, -0.807, 0.995


The following is a quantum chemistry calculation of a single C18H15BrClN5O molecule, from OMol25.

Cartesian coordinates (Å):
1 O 0.16 -0.32 -2.97
2 Cl -0.55 -4.95 5.47
3 Br -5.05 2.60 -5.85
4 N 2.32 -2.18 5.85
5 N -2.43 -0.36 -6.29
6 N 0.15 -2.74 4.23
7 C -0.71 0.50 -3.06
8 C 1.50 -3.19 6.12
9 C 2.08 -1.48 4.70
10 C -3.34 0.59 -6.46
11 C -1.58 -0.29 -5.25
12 C 0.43 -3.52 5.31
13 C 0.95 -1.75 3.88
14 C 0.49 3.11 0.84
15 C -2.74 1.66 -4.38
16 C -0.15 2.85 -0.42
17 C 1.07 2.05 1.54
18 C 0.27 0.47 -0.07
19 C -3.50 1.65 -5.54
20 C -1.65 0.64 -4.32
21 C -0.23 1.50 -0.87
22 C 0.99 0.74 1.11
23 N -0.89 1.44 -2.05
24 N 0.70 -1.04 2.67
25 C 2.58 -1.17 1.17
26 C 1.65 -0.28 1.93
27 H 1.75 -3.90 6.95
28 H 2.80 -0.68 4.48
29 H -3.86 0.39 -7.41
30 H -0.95 -1.16 -5.20
31 H 0.59 4.08 1.31
32 H -2.94 2.39 -3.67
33 H -0.43 3.63 -1.08
34 H 1.64 2.45 2.39
35 H -0.04 -0.60 -0.35
36 H -1.63 2.16 -2.29
37 H -0.09 -1.27 2.08
38 H 2.64 -2.16 1.66
39 H 2.13 -1.34 0.18
40 H 3.63 -0.79 1.09
41 H 2.27 0.29 2.56

The value obtained for the energy above the lowest of the compared OMol25 structures with the same formula, charge and spin is 0.00 kJ/mol. Its charge is 0. As for the SMILES: C[C@H](Nc1cncc(Cl)n1)c1cccc(NC(=O)c2cncc(Br)c2)c1. As for the HOMO energy: -8.592 eV.

Atomic partial charges in e from the Mulliken method, atoms 1 to 4: -0.637, -0.168, -0.141, -0.581


The following is a quantum chemistry calculation of a single C18H15ClN2O2 molecule, from OMol25.

Cartesian coordinates (Å):
1 O 3.03 -3.07 -3.46
2 Cl 0.13 3.79 5.53
3 N 4.18 -1.61 -0.99
4 O 5.21 -2.36 -1.65
5 C 2.41 -2.36 -2.67
6 C 2.96 -1.69 -1.49
7 C -0.60 1.63 4.08
8 C 0.90 3.18 3.04
9 C -0.51 0.78 2.92
10 C 0.97 2.36 1.88
11 C 1.65 -0.32 0.31
12 C 0.15 2.81 4.13
13 C 1.80 -1.03 -0.89
14 C 0.28 1.12 1.81
15 C 0.39 0.27 0.62
16 C 0.68 -1.24 -1.70
17 C -0.71 0.06 -0.23
18 C -0.58 -0.80 -1.34
19 N 1.12 -1.98 -2.79
20 C -2.05 0.66 0.16
21 C -1.78 -1.15 -2.17
22 C -3.14 0.56 -0.94
23 C -3.13 -0.85 -1.56
24 H 4.90 -2.84 -2.45
25 H -1.16 1.31 4.93
26 H 1.44 4.12 3.08
27 H -1.11 -0.12 2.87
28 H 1.59 2.65 1.07
29 H 2.48 -0.14 1.02
30 H 0.52 -2.30 -3.52
31 H -1.85 1.72 0.37
32 H -2.47 0.21 1.05
33 H -1.69 -0.67 -3.15
34 H -1.72 -2.22 -2.40
35 H -4.12 0.81 -0.54
36 H -2.96 1.29 -1.76
37 H -3.87 -0.95 -2.36
38 H -3.34 -1.64 -0.79

The value obtained for the energy above the lowest of the compared OMol25 structures with the same formula, charge and spin is 59.11 kJ/mol. Its charge is 0. As for the SMILES: O=C1Nc2c(cc(-c3ccc(Cl)cc3)c3c2CCCC3)/C1=N/O. As for the HOMO energy: -8.542 eV.

Atomic partial charges in e from the Mulliken method, atoms 1 to 4: -0.700, -0.213, -0.387, -0.415


The following is a quantum chemistry calculation of a molecular structure, C18H15ClN2O3, from OMol25.

Cartesian coordinates (Å):
1 C 0.36 0.89 -2.48
2 N 1.04 1.21 -1.35
3 C 2.39 1.57 -1.30
4 C 3.37 1.60 -2.46
5 C 4.65 2.01 -2.39
6 C 5.01 2.71 -0.99
7 C 4.07 2.90 0.04
8 C 2.89 2.12 -0.16
9 C 1.74 2.07 0.63
10 C 0.63 1.54 -0.16
11 C -0.58 1.23 0.49
12 O -1.22 1.93 1.01
13 N -1.17 -0.06 -0.26
14 H -0.52 -0.63 -0.46
15 C -2.38 -0.60 0.22
16 C -2.42 -1.43 1.37
17 C -1.34 -2.01 1.75
18 C -1.26 -2.95 2.83
19 C -2.47 -3.67 3.43
20 C -3.64 -2.93 2.91
21 C -3.55 -2.11 1.81
22 H -4.47 -1.50 1.58
23 H -4.55 -3.38 3.33
24 H -2.45 -4.13 4.19
25 H -0.15 -3.67 3.30
26 H -0.33 -1.75 1.55
27 C -3.22 -1.05 -1.08
28 O -4.28 -1.36 -0.86
29 O -2.28 -1.29 -1.90
30 H -2.84 -1.79 -2.63
31 H -2.96 0.29 0.74
32 H 1.59 2.35 1.60
33 H 4.37 3.08 1.12
34 Cl 6.61 3.22 -0.80
35 H 5.44 2.12 -3.02
36 H 3.19 1.20 -3.20
37 H -0.58 0.82 -2.42
38 H 0.64 1.65 -3.28
39 H 0.66 -0.20 -2.70

The value obtained for the energy above the lowest of the compared OMol25 structures with the same formula, charge and spin is 1366.05 kJ/mol. Its charge is 0. As for the HOMO energy: -8.213 eV.

Atomic partial charges in e from the Mulliken method, atoms 1 to 4: -1.414, 0.291, 0.287, -1.197


The following is a quantum chemistry calculation of a molecular structure, C18H15Co2O7S, from OMol25.

Cartesian coordinates (Å):
1 O 3.09 1.04 -2.18
2 C 2.80 0.13 -1.53
3 Co 2.45 -1.38 -0.68
4 C 2.57 -2.12 -2.27
5 O 2.69 -2.63 -3.30
6 C 2.83 -3.01 -0.15
7 O 3.10 -4.10 0.12
8 C -0.58 0.77 -0.48
9 C -0.38 1.66 -1.59
10 C 0.44 2.81 -1.42
11 C 0.71 3.63 -2.51
12 C 0.15 3.35 -3.76
13 C -0.73 2.27 -3.91
14 C -1.00 1.43 -2.84
15 C -0.21 -0.37 0.08
16 C 0.63 -1.55 -0.05
17 Co -1.31 0.54 1.14
18 C -1.25 2.17 1.80
19 O -1.25 3.23 2.27
20 C -0.95 -0.44 2.56
21 O -0.71 -1.07 3.50
22 C -3.06 0.51 0.89
23 O -4.21 0.56 0.78
24 H 0.85 3.01 -0.43
25 H 1.38 4.48 -2.37
26 H 0.39 3.98 -4.62
27 H -1.19 2.07 -4.88
28 H -1.69 0.59 -2.92
29 H 0.53 -2.15 0.87
30 H 0.24 -2.20 -0.86
31 C 3.82 0.72 3.10
32 S 3.97 0.10 1.44
33 C 5.19 -1.18 1.53
34 C 2.38 -0.58 1.03
35 O 4.39 1.17 0.54
36 H 3.72 -0.11 3.80
37 H 4.73 1.30 3.31
38 H 2.94 1.37 3.14
39 H 5.42 -1.36 2.59
40 H 4.81 -2.10 1.07
41 H 6.08 -0.82 1.00
42 H 2.11 -1.27 1.85
43 H 1.72 0.29 1.12

The value obtained for the energy above the lowest of the compared OMol25 structures with the same formula, charge and spin is 45.23 kJ/mol. Its charge is -1. As for the HOMO energy: -2.356 eV.

Atomic partial charges in e from the Mulliken method, atoms 1 to 4: -0.410, -0.525, 1.157, 0.094


We obtain max |F| values of 4.23 3.40 0.65 3.58 0.99 3.47 0.37 4.98 3.34 17.96 6.87 eV Å⁻¹ for the records listed above, in that order.